w) {
  "formula": "C6H12O3",
  "method": "ωB97M-V with the def2-TZVPD basis set",
  "charge": 0,
  "e_lumo_ha": 0.014,
  "orbital_gap_ha": 0.3124,
  "elements": ["C", "C", "C", "C", "C", "C", "O", "O", "O", "H", "H", "H", "H", "H", "H", "H", "H", "H", "H", "H", "H"],
  "positions_angstrom": [[-0.74, -0.91, 0.26], [0.46, 1.57, 0.44], [1.62, 1.58, -1.94], [0.35, -1.76, 0.89], [-2.15, -1.29, 0.67], [-0.44, 0.71, 1.15], [1.31, 0.70, -0.89], [-0.62, -0.73, -1.06], [-1.01, 0.84, 2.20], [0.34, -0.22, -1.22], [1.37, 1.85, 0.97], [-0.02, 2.33, -0.16], [2.37, 1.10, -2.58], [0.73, 1.83, -2.54], [2.06, 2.51, -1.56], [0.24, -2.78, 0.53], [1.34, -1.39, 0.59], [0.27, -1.76, 1.98], [-2.33, -2.32, 0.34], [-2.27, -1.23, 1.75], [-2.87, -0.64, 0.18]]
}



x) {
  "formula": "C6H12O3",
  "method": "ωB97M-V with the def2-TZVPD basis set",
  "charge": 0,
  "e_lumo_ha": 0.010,
  "orbital_gap_ha": 0.3244,
  "elements": ["C", "C", "C", "C", "C", "C", "O", "O", "O", "H", "H", "H", "H", "H", "H", "H", "H", "H", "H", "H", "H"],
  "positions_angstrom": [[-1.58, 0.21, 0.50], [1.23, 0.28, 0.05], [-1.60, -1.08, -0.02], [-1.72, 1.43, -0.32], [2.55, -0.37, 0.45], [0.27, -1.00, -0.71], [-1.43, 0.44, 1.82], [1.37, 1.23, -0.95], [0.26, -0.87, -1.94], [-1.39, -0.39, 2.31], [1.12, 0.76, -1.78], [0.80, 0.76, 0.93], [-1.68, -1.90, 0.68], [-2.21, -1.24, -0.90], [0.64, -1.91, -0.21], [-1.03, 2.20, 0.01], [-2.74, 1.82, -0.20], [-1.53, 1.21, -1.37], [2.40, -1.10, 1.25], [3.01, -0.87, -0.41], [3.24, 0.39, 0.82]]
}



Tell me which of them is the most stable. Sure, it is x).



w) {
  "formula": "C5H5N3",
  "method": "ωB97M-V with the def2-TZVPD basis set",
  "charge": 0,
  "e_lumo_ha": -0.059,
  "orbital_gap_ha": 0.2916,
  "elements": ["C", "C", "C", "C", "C", "H", "H", "H", "H", "H", "N", "N", "N"],
  "positions_angstrom": [[1.37, 0.55, -1.47], [-0.20, -0.35, 0.42], [-0.96, 0.83, 0.65], [-2.24, 0.60, 1.25], [-0.63, -1.71, 0.72], [1.86, 1.47, -0.95], [2.06, 0.14, -2.16], [0.35, 0.79, -2.06], [2.00, -1.10, 0.65], [-0.35, 1.82, 0.33], [0.92, -0.50, -0.51], [-3.13, 0.20, 1.98], [-1.06, -2.75, 1.14]]
}



x) {
  "formula": "C5H5N3",
  "method": "ωB97M-V with the def2-TZVPD basis set",
  "charge": 0,
  "e_lumo_ha": 0.014,
  "orbital_gap_ha": 0.3332,
  "elements": ["C", "C", "C", "C", "C", "H", "H", "H", "H", "H", "N", "N", "N"],
  "positions_angstrom": [[-1.46, 1.01, -1.07], [-0.32, -0.53, -0.51], [0.37, -1.51, 0.32], [1.45, 0.32, 1.25], [-0.14, 0.78, -0.26], [-1.50, 1.83, -1.87], [-2.21, 1.18, -0.21], [-2.25, -1.12, -1.52], [0.50, -2.57, 0.37], [2.16, 0.69, 1.98], [-1.41, -0.40, -1.41], [1.30, -0.98, 1.16], [0.66, 1.33, 0.67]]
}



y) {
  "formula": "C5H5N3",
  "method": "ωB97M-V with the def2-TZVPD basis set",
  "charge": 0,
  "e_lumo_ha": -0.023,
  "orbital_gap_ha": 0.3414,
  "elements": ["C", "C", "C", "C", "N", "N", "N", "C", "H", "H", "H", "H", "H"],
  "positions_angstrom": [[-0.18, 1.77, -0.03], [0.95, 1.20, 0.05], [1.10, -0.23, 0.03], [2.52, -0.85, -0.09], [3.65, -1.10, -0.12], [0.18, -1.09, 0.00], [-1.17, -0.58, -0.39], [-2.12, -1.39, 0.09], [-1.17, 1.26, -0.18], [-0.44, 2.89, -0.16], [1.83, 1.80, 0.29], [-1.96, -2.16, 0.96], [-3.19, -1.52, -0.46]]
}



z) {
  "formula": "C5H5N3",
  "method": "ωB97M-V with the def2-TZVPD basis set",
  "charge": 0,
  "e_lumo_ha": -0.035,
  "orbital_gap_ha": 0.3020,
  "elements": ["H", "N", "C", "C", "C", "C", "C", "N", "N", "H", "H", "H", "H"],
  "positions_angstrom": [[2.53, -1.02, 0.04], [2.41, 0.06, 0.68], [1.19, 0.21, 0.07], [0.40, 1.36, -0.19], [-0.99, 1.35, -0.29], [-1.81, 0.41, 0.34], [-1.42, -0.91, 0.52], [-0.51, -1.46, -0.46], [0.74, -1.03, -0.67], [1.20, 2.31, -0.34], [-1.46, 2.25, -0.97], [-2.71, 0.59, 0.85], [-2.24, -1.64, 0.89]]
}



Tell me which of them is the most stable. Sure, it is x).